{
  "formula": "C16H23AsF6N6O2PdS2",
  "method": "ωB97M-V/def2-TZVPD",
  "symbols": ["Pd", "C", "C", "N", "C", "C", "S", "C", "C", "N", "H", "H", "H", "H", "H", "H", "H", "H", "H", "H", "H", "H", "H", "H", "N", "C", "C", "C", "C", "C", "C", "S", "O", "O", "N", "C", "N", "C", "C", "C", "N", "H", "H", "H", "H", "H", "H", "H", "H", "H", "F", "As", "F", "F", "F", "F", "F"],
  "positions_angstrom": [[-0.164, -1.388, -0.922], [2.615, -0.854, -1.571], [1.782, 0.214, -2.243], [0.404, -0.294, -2.462], [0.096, -1.069, -3.702], [0.737, -2.449, -3.738], [0.320, -3.349, -2.193], [1.926, -3.796, -1.455], [2.137, -2.934, -0.226], [1.778, -1.520, -0.527], [2.956, -1.610, -2.270], [3.496, -0.430, -1.087], [1.685, 1.088, -1.599], [2.212, 0.528, -3.196], [-0.304, 0.566, -2.361], [-0.991, -1.159, -3.747], [0.418, -0.470, -4.559], [0.315, -3.034, -4.557], [1.817, -2.425, -3.861], [1.847, -4.847, -1.175], [2.707, -3.707, -2.209], [1.495, -3.248, 0.600], [3.174, -2.962, 0.124], [1.751, -1.000, 0.372], [1.147, 3.887, 5.858], [0.809, 3.082, 4.870], [-0.568, 2.747, 4.658], [-0.904, 1.892, 3.646], [0.109, 1.348, 2.840], [1.463, 1.672, 3.016], [1.821, 2.533, 4.014], [-0.386, 0.064, 1.699], [0.684, -0.923, 1.791], [-1.706, -0.327, 2.041], [-0.232, 0.530, 0.121], [-1.157, 1.472, -0.364], [-1.813, 2.207, 0.508], [-2.657, 3.113, 0.008], [-2.853, 3.270, -1.354], [-2.104, 2.464, -2.184], [-1.240, 1.565, -1.693], [0.453, 4.280, 6.485], [2.113, 4.135, 6.039], [-1.326, 3.165, 5.308], [-1.932, 1.606, 3.473], [2.220, 1.220, 2.391], [2.858, 2.792, 4.183], [-3.193, 3.723, 0.725], [-3.552, 3.991, -1.748], [-2.182, 2.531, -3.262], [-2.300, -0.937, -0.847], [-3.040, -2.623, -0.641], [-4.459, -2.199, -1.427], [-2.227, -2.852, -2.184], [-3.198, -4.284, -0.483], [-1.283, -2.786, 0.185], [-3.579, -2.210, 0.891]],
  "atomic_forces_ev_per_a": [[-0.3, 0.7, -0.1], [0.1, 0.0, 0.0], [0.0, 0.0, 0.0], [0.1, -0.3, -0.3], [0.0, 0.0, 0.1], [0.0, 0.1, 0.0], [-0.2, 0.1, 0.0], [0.0, 0.1, 0.0], [0.0, 0.0, 0.1], [0.0, 0.0, 0.1], [0.0, 0.0, 0.0], [0.0, 0.0, 0.0], [0.0, 0.0, 0.0], [0.0, 0.0, 0.0], [-0.1, 0.0, 0.1], [0.0, 0.0, 0.0], [0.0, 0.0, 0.0], [0.0, 0.0, 0.0], [0.0, 0.0, 0.0], [0.0, 0.0, 0.0], [0.0, 0.0, 0.0], [0.0, 0.0, 0.0], [0.0, 0.0, 0.0], [0.1, -0.1, 0.0], [0.0, 0.0, 0.0], [0.0, 0.0, 0.0], [0.0, 0.0, 0.0], [0.0, 0.0, 0.0], [-0.2, 0.2, -0.2], [0.0, 0.0, 0.0], [0.0, 0.0, 0.0], [0.2, -0.6, 0.5], [0.0, 0.1, 0.0], [0.0, 0.1, 0.0], [0.2, -0.5, 0.0], [-0.1, 0.1, -0.2], [0.0, 0.0, 0.0], [0.0, 0.0, 0.1], [0.0, 0.0, 0.0], [0.0, 0.0, -0.1], [0.0, 0.2, 0.1], [0.0, 0.0, 0.0], [0.0, 0.0, 0.0], [0.0, 0.0, 0.0], [0.0, 0.0, 0.0], [0.0, 0.0, 0.0], [0.0, 0.0, 0.0], [0.0, 0.0, 0.0], [0.0, 0.0, 0.0], [0.0, 0.0, 0.0], [0.2, -0.1, -0.4], [-0.1, -0.3, -0.1], [0.1, 0.0, 0.1], [-0.1, 0.0, 0.1], [-0.1, 0.1, 0.1], [0.2, 0.0, 0.0], [0.1, 0.1, 0.0]],
  "mulliken_spin": [0.00, 0.00, 0.00, 0.00, 0.00, 0.00, 0.01, 0.00, 0.00, 0.00, 0.00, 0.00, 0.00, 0.00, 0.00, 0.00, 0.00, 0.00, 0.00, 0.00, 0.00, 0.00, 0.00, 0.00, 0.36, 0.13, 0.19, -0.06, 0.23, -0.07, 0.20, 0.01, 0.01, 0.01, 0.01, -0.01, 0.01, 0.00, 0.00, 0.00, 0.00, -0.01, -0.01, -0.01, 0.00, 0.00, -0.01, 0.00, 0.00, 0.00, 0.00, 0.00, 0.00, 0.00, 0.00, 0.00, 0.00],
  "gap_ev": [5.925, 5.953],
  "spin_multiplicity": 2,
  "s2": 0.79,
  "lumo_ev": [-11.91, -11.98],
  "total_charge": 3,
  "e_tot_ev": -132267.516
}

---

{
  "formula": "C16H23BCoNO",
  "method": "ωB97M-V/def2-TZVPD",
  "symbols": ["Co", "C", "C", "C", "H", "C", "C", "H", "H", "H", "H", "C", "C", "C", "H", "C", "C", "H", "H", "H", "H", "O", "C", "C", "C", "C", "C", "H", "H", "H", "H", "H", "H", "H", "H", "H", "H", "B", "C", "N", "H", "H", "H"],
  "positions_angstrom": [[-0.035, 0.678, 0.766], [2.554, 0.415, 1.605], [2.878, -0.457, 0.534], [2.271, 0.007, -0.648], [3.547, -1.315, 0.622], [1.548, 1.227, -0.358], [1.725, 1.488, 1.100], [1.555, 2.443, 1.590], [2.954, 0.351, 2.615], [2.425, -0.415, -1.634], [1.266, 1.988, -1.090], [-2.554, 0.363, 0.902], [-1.727, 1.452, 1.385], [-1.200, 2.135, 0.191], [-1.715, 1.883, 2.384], [-1.701, 1.422, -0.962], [-2.505, 0.343, -0.515], [-3.055, -0.341, -1.157], [-3.160, -0.273, 1.541], [-0.822, 3.152, 0.196], [-1.584, 1.765, -1.988], [0.099, -2.138, -0.303], [-0.287, -0.554, -4.431], [0.300, -1.778, -3.784], [0.551, 0.642, -4.241], [-1.771, -0.574, -4.333], [0.248, -2.170, -1.523], [1.399, -1.920, -3.966], [-0.210, -2.721, -4.120], [-0.313, -3.121, -2.013], [1.371, -2.431, -1.869], [0.695, 1.285, -5.110], [1.497, 0.307, -3.762], [0.030, 1.145, -3.418], [-2.317, -0.574, -5.269], [-2.013, 0.241, -3.654], [-1.994, -1.475, -3.744], [0.022, -0.385, 4.858], [0.037, -0.506, 3.352], [-0.009, -0.514, 2.160], [-1.034, 0.163, 5.148], [0.972, 0.283, 5.225], [0.062, -1.516, 5.298]],
  "atomic_forces_ev_per_a": [[-0.6, -2.7, -2.5], [0.3, 0.9, -1.2], [0.0, 0.6, 0.4], [0.2, 1.3, 0.7], [-0.5, 0.1, -0.1], [2.2, -0.1, 0.5], [2.5, -0.1, -0.9], [0.0, -0.2, 0.0], [-0.4, -0.1, -0.1], [-0.3, -0.1, 0.2], [-0.1, -0.5, 0.2], [0.3, 1.1, -0.3], [-2.1, 1.4, -1.2], [-2.4, 0.6, 0.4], [0.0, -0.3, -0.2], [-0.2, 0.3, 0.9], [0.0, 0.6, 0.6], [0.4, 0.0, 0.2], [0.4, -0.1, -0.2], [0.2, -0.2, -0.1], [0.2, -0.4, 0.2], [-1.0, 2.2, 1.6], [2.1, -4.8, 1.3], [-0.7, 2.3, -4.1], [0.0, 0.1, 1.2], [0.4, -0.1, 0.8], [2.4, -6.1, -2.4], [-0.7, 0.4, 0.8], [0.1, 0.7, 1.1], [0.0, 1.6, 0.5], [-1.2, 1.1, 0.5], [0.1, 0.2, 0.1], [-0.3, 0.5, -0.7], [0.2, 0.9, -0.1], [-0.3, 0.3, -0.2], [-0.8, 0.5, -0.2], [-0.4, 0.1, -0.4], [-0.1, 0.0, 1.3], [-0.3, -0.2, -5.6], [0.4, -1.6, 6.8], [0.1, 0.0, 0.1], [0.0, 0.0, 0.0], [0.0, -0.1, 0.3]],
  "mulliken_spin": [2.38, 0.18, 0.01, 0.12, 0.00, 0.03, -0.16, -0.01, 0.01, 0.04, 0.01, 0.17, -0.01, -0.08, 0.00, 0.23, 0.00, 0.01, 0.02, -0.01, -0.01, 0.23, 0.56, -0.06, -0.16, -0.04, 0.15, 0.00, 0.00, 0.12, 0.04, 0.03, 0.01, 0.06, 0.03, 0.03, -0.02, 0.00, 0.06, 0.03, 0.00, 0.00, 0.00],
  "gap_ev": [4.300, 6.435],
  "spin_multiplicity": 5,
  "s2": 6.11,
  "lumo_ev": [5.31, 5.31],
  "total_charge": -2,
  "e_tot_ev": -58797.067
}

---

{
  "formula": "C16H23Br9Cl2O6",
  "method": "ωB97M-V/def2-TZVPD",
  "symbols": ["O", "C", "O", "C", "C", "C", "H", "H", "H", "H", "H", "H", "O", "C", "O", "C", "C", "C", "H", "H", "H", "H", "H", "H", "O", "C", "O", "C", "C", "C", "H", "H", "H", "H", "H", "H", "C", "Cl", "Cl", "H", "H", "C", "Br", "Br", "Br", "H", "C", "Br", "Br", "Br", "H", "C", "Br", "Br", "Br", "H"],
  "positions_angstrom": [[1.697, 0.459, -3.764], [0.554, 0.195, -3.293], [0.327, -0.505, -2.216], [-1.019, -0.673, -1.902], [-1.601, -0.542, -3.299], [-0.811, 0.542, -3.921], [-1.409, 0.049, -1.184], [-0.989, -1.692, -1.517], [-2.649, -0.242, -3.319], [-1.590, -1.469, -3.873], [-1.129, 1.573, -3.767], [-0.670, 0.468, -5.000], [-1.034, 4.251, -3.468], [0.076, 4.225, -3.008], [0.420, 3.268, -2.091], [1.705, 3.570, -1.483], [2.369, 4.391, -2.535], [1.263, 5.050, -3.358], [2.229, 2.618, -1.398], [1.771, 4.073, -0.518], [2.933, 3.677, -3.134], [3.019, 4.994, -1.900], [1.419, 5.233, -4.422], [0.937, 6.057, -3.097], [-6.923, 0.004, 2.793], [-5.966, -0.768, 2.570], [-6.117, -2.072, 2.271], [-4.918, -2.669, 1.804], [-3.989, -1.526, 1.503], [-4.420, -0.432, 2.509], [-5.171, -3.344, 0.987], [-4.641, -3.224, 2.701], [-4.061, -1.119, 0.495], [-2.966, -1.884, 1.626], [-4.192, 0.550, 2.094], [-4.123, -0.501, 3.555], [2.082, -0.933, 5.304], [2.264, -2.605, 5.125], [0.811, -0.647, 6.514], [3.057, -0.594, 5.653], [1.878, -0.464, 4.342], [5.089, -2.370, 3.203], [5.900, -2.519, 4.975], [4.335, -4.113, 2.577], [6.214, -1.271, 1.877], [4.225, -1.743, 3.422], [0.792, 0.474, 1.326], [2.680, 0.032, 1.639], [0.496, 2.403, 1.529], [-0.440, -0.587, 2.536], [0.619, 0.099, 0.317], [1.944, -3.481, -1.689], [1.429, -5.331, -2.017], [3.813, -3.192, -1.225], [0.752, -2.804, -0.237], [1.729, -2.941, -2.611]],
  "atomic_forces_ev_per_a": [[-3.8, -1.1, 2.0], [3.0, 2.6, -3.2], [2.9, 0.3, 1.6], [-0.8, -1.2, -1.1], [-3.1, 0.1, 0.0], [2.1, 0.1, -1.0], [0.2, 0.1, 0.0], [-1.0, 0.3, 0.2], [-0.2, -0.2, 0.4], [0.5, -0.1, 0.2], [0.0, -0.1, 0.6], [-0.1, -0.2, 0.0], [0.3, 0.2, 0.1], [-0.7, -1.6, -0.5], [-0.4, 0.7, 1.1], [-0.2, -1.2, -1.1], [1.2, 0.4, -0.1], [0.1, 1.0, 0.6], [-0.2, 0.0, 0.3], [-1.2, -0.1, 0.1], [0.2, 0.5, -0.3], [0.4, 0.7, -1.1], [0.1, -0.9, -0.1], [0.4, 0.3, 0.8], [3.0, -2.7, -0.4], [-1.5, 2.8, -0.1], [-1.7, 1.1, -0.1], [-0.3, -0.2, 0.8], [1.2, 0.0, 0.8], [-1.7, -0.6, -0.8], [0.1, 0.1, 0.0], [0.9, -0.5, -0.4], [-0.3, -0.2, 0.0], [0.1, 0.3, 0.0], [-0.4, 0.0, 0.4], [0.6, -0.2, -0.2], [0.7, 0.9, 0.2], [0.0, -2.1, -0.6], [-0.1, 0.7, -0.1], [-0.3, 0.4, 0.3], [-0.4, 0.0, 0.3], [-0.5, -0.1, 0.6], [0.5, -0.1, 1.1], [-0.5, -0.8, -0.4], [0.6, 1.1, -1.2], [-0.1, 0.0, -0.3], [0.4, -0.4, 0.8], [-0.7, 0.1, 0.0], [-0.2, -1.0, -0.1], [0.9, 0.8, -0.8], [-0.3, 0.5, 0.2], [-0.1, 0.2, 0.5], [0.4, 0.3, 0.0], [-0.9, -0.3, -0.2], [1.0, -0.7, -0.3], [0.0, 0.0, 0.4]],
  "mulliken_spin": [0.00, 0.00, 0.00, 0.00, 0.00, 0.00, 0.00, 0.00, 0.00, 0.00, 0.00, 0.00, 0.00, 0.00, 0.00, 0.00, 0.00, 0.00, 0.00, 0.00, 0.00, 0.00, 0.00, 0.00, 0.00, 0.00, 0.00, 0.00, 0.00, 0.00, 0.00, 0.00, 0.00, 0.00, 0.00, 0.00, 0.00, 0.00, 0.00, 0.00, 0.00, 0.27, 0.15, 0.22, 0.33, 0.01, 0.01, 0.01, 0.00, 0.00, 0.00, 0.00, 0.00, 0.00, 0.00, 0.00],
  "gap_ev": [2.985, 7.285],
  "spin_multiplicity": 2,
  "s2": 0.75,
  "lumo_ev": [1.37, 1.40],
  "total_charge": -1,
  "e_tot_ev": -684676.050
}